1.
73
Properties=species:S:1:pos:R:3:lowdin_spin:R:1 method="wB97M-V/def2-TZVPD" de_lowest_ev=1.4772 e_tot_ev=-63081.0971 spin_multiplicity=5 homo_ev="-10.21 / -12.97" s2=6.040 charge=+2
Ir 0.756 -0.968 0.228 1.996
C 0.701 -3.884 0.966 0.014
C -0.663 -3.657 0.304 0.014
N -0.688 -2.383 -0.528 0.108
C -0.546 -2.626 -2.062 0.007
C 0.739 -2.169 -2.625 0.009
N 1.610 -1.367 -1.664 0.088
C 2.869 -2.063 -1.422 0.008
C 2.702 -3.211 -0.481 0.009
N 1.652 -2.854 0.559 0.107
H 0.565 -3.902 2.052 0.001
H 1.052 -4.905 0.676 0.004
H -0.883 -4.510 -0.303 0.003
H -1.449 -3.524 1.082 0.001
H -1.675 -2.095 -0.450 0.004
H -0.722 -3.724 -2.182 0.001
H -1.361 -2.170 -2.579 0.001
H 1.318 -3.050 -2.907 0.001
H 0.560 -1.628 -3.611 0.001
H 1.820 -0.455 -2.032 0.005
H 3.229 -2.452 -2.440 0.003
H 3.598 -1.310 -1.067 0.000
H 2.221 -4.024 -1.047 0.000
H 3.671 -3.596 -0.070 0.002
H 2.211 -2.585 1.418 0.001
O 0.007 -1.462 2.177 0.102
N 0.527 -0.839 3.346 0.026
C -0.252 -0.696 4.432 0.011
C 0.279 -0.260 5.687 0.010
C 1.590 0.334 5.692 0.009
C 2.290 0.355 4.491 0.015
C 1.766 -0.230 3.311 0.040
S 2.468 -0.217 1.693 0.178
H -1.350 -0.923 4.336 0.001
H -0.258 -0.481 6.595 0.001
H 2.039 0.651 6.602 0.000
H 3.258 0.832 4.331 0.003
N 0.299 2.321 2.458 0.272
C -0.506 3.053 1.677 0.174
C -1.079 4.289 2.213 0.093
C -2.117 4.834 1.575 0.022
C -2.335 4.453 0.209 0.240
C -1.678 3.373 -0.434 0.026
C -0.839 2.577 0.373 0.169
P -0.399 0.991 -0.488 0.091
C -1.981 0.472 -1.194 0.014
C -2.930 0.178 -0.259 0.010
C -4.232 -0.276 -0.591 -0.001
C -4.535 -0.562 -1.943 0.008
C -3.582 -0.193 -2.928 0.000
C -2.360 0.359 -2.562 0.008
C 0.660 1.661 -1.746 0.009
C 1.451 2.795 -1.412 0.015
C 2.411 3.250 -2.247 0.000
C 2.566 2.687 -3.523 0.015
C 1.701 1.667 -3.923 0.000
C 0.694 1.248 -3.085 0.012
H 0.922 1.683 1.995 0.006
H -0.133 1.864 3.268 0.018
H -0.741 4.593 3.244 0.002
H -2.785 5.589 1.984 -0.001
H -3.157 4.912 -0.389 0.009
H -1.783 3.140 -1.465 0.001
H -2.762 0.315 0.805 0.003
H -4.883 -0.516 0.269 0.000
H -5.462 -1.086 -2.198 0.000
H -3.852 -0.303 -3.942 0.000
H -1.716 0.720 -3.362 0.001
H 1.271 3.192 -0.438 0.003
H 2.989 4.086 -1.944 0.000
H 3.366 3.057 -4.164 0.001
H 1.769 1.244 -4.912 0.000
H 0.100 0.381 -3.430 0.001



2.
13
Properties=species:S:1:pos:R:3:mulliken_charge:R:1 method="wB97M-V/def2-TZVPD" de_lowest_ev=3.0062 e_tot_ev=-21813.7595 homo_ev="-7.85 / -7.85"
C -1.789 0.513 0.011 -0.148
C 2.491 -0.696 0.038 -0.810
C 1.469 0.326 0.278 -0.806
P -0.833 -0.708 -0.618 -0.011
P -3.553 0.273 0.057 -0.098
H -1.268 1.427 0.566 0.253
H 2.436 -1.422 0.885 0.275
H 2.369 -1.323 -0.839 0.266
H 3.591 -0.227 0.211 0.254
H 1.539 1.172 -0.427 0.345
H 1.180 0.285 1.281 0.412
H -4.160 1.297 -0.713 0.045
H -3.473 -0.917 -0.729 0.024



3.
11
Properties=species:S:1:pos:R:3:lowdin_spin:R:1 method="wB97M-V/def2-TZVPD" de_lowest_ev=0.1281 e_tot_ev=-4145.2269 spin_multiplicity=2 homo_ev="1.18 / -5.66" s2=0.750 charge=-1
N -0.921 1.484 2.383 0.265
H -0.625 1.566 1.400 0.100
H -1.376 2.404 2.486 0.049
H -1.688 0.816 2.271 0.085
C 1.194 -0.884 -1.082 0.209
N -0.079 -1.423 -1.595 0.076
H 1.842 -0.386 -1.841 0.015
H 1.818 -1.563 -0.476 0.012
H 0.935 -0.099 -0.372 0.059
H -0.318 -0.711 -2.293 0.046
H -0.783 -1.203 -0.882 0.083



4.
9
Properties=species:S:1:pos:R:3:mulliken_charge:R:1 method="wB97M-V/def2-TZVPD" de_lowest_ev=0.8169 e_tot_ev=-16598.8153 homo_ev=-11.56
C 1.773 -0.310 0.115 0.000
N 2.858 0.101 0.271 -0.409
O -0.618 0.083 -1.679 -0.446
O -0.919 1.043 0.950 -0.458
O -1.078 -1.525 0.279 -0.410
Si -0.460 -0.099 -0.113 0.686
H -0.632 0.938 -2.118 0.361
H -0.064 1.571 1.183 0.366
H -0.860 -1.802 1.112 0.311



5.
8
Properties=species:S:1:pos:R:3:mulliken_charge:R:1 method="wB97M-V/def2-TZVPD" de_lowest_ev=0.0000 e_tot_ev=-23146.4038 homo_ev=-12.21
C 3.581 0.017 -0.063 0.677
C -2.906 2.054 0.230 0.085
O 4.648 0.101 -0.441 -0.317
O -3.840 1.527 -0.054 -0.087
O -1.563 -2.407 0.871 -0.377
O -2.196 -0.864 -0.813 -0.354
O 2.540 -0.221 0.356 -0.362
S -1.150 -1.726 -0.339 0.734



6.
79
Properties=species:S:1:pos:R:3:mulliken_charge:R:1 method="wB97M-V/def2-TZVPD" de_lowest_ev=0.8617 e_tot_ev=-249073.6643 homo_ev=-11.50 charge=+2
C 6.171 -2.214 -1.284 0.314
C 5.679 -2.453 -2.380 -0.501
C 5.225 -3.196 -3.596 -0.106
N 6.277 -3.978 -4.216 -0.059
C 6.554 -5.188 -3.502 0.460
O 7.202 -5.157 -2.495 -0.451
O 6.077 -6.290 -4.114 -0.365
C 5.614 -7.321 -3.237 -0.584
C 4.083 -7.428 -3.218 -0.814
C 3.367 -6.337 -2.390 -0.766
C 4.139 -5.875 -1.137 -0.037
S 2.922 -5.463 0.139 1.097
O 2.056 -6.550 0.457 -0.536
O 2.255 -4.278 -0.283 -0.531
Cl 3.971 -5.019 1.884 -0.237
H 6.461 -1.982 -0.285 0.420
H 4.310 -3.764 -3.399 -0.062
H 4.950 -2.414 -4.308 0.550
H 5.992 -4.219 -5.161 0.310
H 5.960 -8.260 -3.671 0.408
H 6.042 -7.287 -2.238 0.429
H 3.767 -7.292 -4.254 0.285
H 3.817 -8.442 -2.924 0.395
H 2.430 -6.778 -2.036 0.559
H 3.056 -5.503 -3.013 0.350
H 4.807 -6.623 -0.716 0.443
H 4.640 -4.933 -1.354 -0.173
C 0.695 -3.138 2.720 0.646
Cl 1.218 -1.452 2.863 -0.186
Cl 0.185 -3.791 4.283 -0.151
H -0.139 -3.190 2.030 0.262
H 1.523 -3.725 2.344 -0.507
Be 2.173 -6.391 3.487 0.319
C -0.732 0.934 2.010 -1.698
C -1.798 1.998 2.053 0.437
C -3.133 1.539 2.578 -0.168
O -4.053 2.461 1.945 -0.268
C -3.436 2.833 0.768 0.860
O -4.012 3.444 -0.094 -0.593
O -2.173 2.436 0.729 -0.269
H -1.086 0.046 1.486 0.406
H 0.139 1.298 1.466 0.463
H -0.427 0.649 3.013 0.460
H -1.430 2.873 2.601 0.358
H -3.192 1.608 3.673 0.238
H -3.397 0.523 2.283 0.616
Br -3.264 2.421 -2.101 0.009
C -2.642 3.502 7.009 -0.234
C -3.186 2.635 8.118 -0.375
O -3.676 1.483 7.398 -0.294
C -3.022 1.393 6.246 0.695
O -3.077 0.468 5.490 -0.503
O -2.270 2.517 6.010 -0.288
H -1.783 4.094 7.310 0.326
H -3.399 4.168 6.586 0.192
H -2.416 2.308 8.815 0.302
H -3.986 3.115 8.674 0.331
C -3.716 6.727 -3.347 -1.157
C -2.809 6.175 -4.438 0.392
C -3.612 5.716 -5.646 -1.211
O -2.049 5.081 -3.921 -0.438
H -4.411 5.956 -2.998 0.243
H -3.128 7.045 -2.485 0.295
H -4.294 7.578 -3.707 0.408
H -2.094 6.939 -4.742 0.310
H -4.304 4.915 -5.368 0.300
H -2.950 5.316 -6.415 0.325
H -4.186 6.538 -6.074 0.368
H -2.667 4.396 -3.647 0.215
F 8.168 -2.543 -4.737 -0.471
Al -4.197 2.776 4.312 0.235
Br 6.603 -0.190 -2.884 0.022
C -5.829 5.539 0.886 -0.523
N -6.289 6.869 1.371 0.907
O -5.614 7.831 1.083 -0.517
O -7.309 6.884 2.024 -0.531
H -4.914 5.675 0.323 0.256
H -5.662 4.914 1.759 0.068
H -6.614 5.129 0.257 0.319